No. 1
DFT (the ωB97M-V functional and the def2-TZVPD basis) results for a molecular structure, C29H42BInN7S3SbSe4.

Last column: Löwdin charge in e.
Atoms and positions in Å:
H (4.16285, 2.89399, -6.58992)  0.09
N (1.10849, -1.67284, -3.41838)  0.18
H (4.86442, 3.52727, -3.50740)  0.08
C (4.91662, 2.51493, -3.90976)  -0.04
C (-2.48681, 0.88726, -5.61705)  -0.54
H (2.72069, -3.27092, -7.04031)  0.09
Se (0.09767, -1.77117, 6.01547)  -0.07
N (1.16398, -1.33573, -2.10998)  0.03
C (1.60539, -2.79908, -3.82338)  -0.21
H (-0.56276, -2.45786, -5.62780)  0.08
H (2.30291, -4.55751, 0.15800)  0.08
H (1.69543, -5.33777, -5.08377)  0.08
H (-3.72938, 2.41076, -6.51220)  0.09
H (-1.02577, 2.43646, -5.18270)  0.08
H (2.42474, 2.91854, -6.28277)  0.09
H (0.65238, -1.19698, -5.74881)  0.06
H (-3.56238, 2.57537, -4.76088)  0.09
H (-3.63712, -0.73578, -6.51984)  0.08
C (1.45480, -3.16612, -5.29052)  -0.54
N (2.00943, 1.86227, 0.78510)  0.17
H (3.53121, -3.77483, -5.55807)  0.08
C (3.62419, 2.13328, -4.64287)  -0.55
C (-4.48347, -1.76993, -1.80632)  -0.08
S (-1.06697, 2.45730, -0.97797)  0.70
H (-5.32491, -1.86662, -2.49040)  0.08
H (2.68843, -4.59836, -3.26779)  0.12
S (1.71142, -1.83845, 0.52252)  0.68
N (1.90176, 1.16956, -3.23398)  0.19
C (-2.72451, -0.16755, -6.70418)  -0.03
C (2.26440, -3.66843, -2.91464)  0.06
C (2.02523, 3.53395, -3.23100)  0.05
C (2.46413, 2.26517, -3.66879)  -0.21
C (2.57836, 2.48791, 1.55946)  -0.25
C (3.00728, -4.24708, -0.61350)  -0.08
H (0.04599, -4.76146, -4.80974)  0.09
H (-0.44369, 5.23411, -2.34196)  0.09
C (-3.67333, 1.85775, -5.57436)  -0.04
H (0.70696, -4.82974, -6.44340)  0.09
H (-4.16996, -2.75814, -1.47140)  0.08
H (2.62332, 4.02386, 2.95786)  0.08
H (3.24366, -2.05911, -5.86440)  0.07
H (2.87202, 0.42391, -5.75403)  0.08
Se (3.39657, -0.39111, 3.74475)  -0.04
C (0.94925, -4.61055, -5.40232)  -0.05
Sb (1.16414, -0.34171, 4.49628)  -0.10
In (0.08166, 0.27377, 0.32986)  0.16
S (-1.95830, -1.45579, -0.17308)  0.69
C (-3.35537, -1.05067, -2.46644)  -0.24
H (-4.80280, -1.23066, -0.91353)  0.08
C (-2.37520, 0.19608, -4.27109)  -0.21
N (-1.10379, -0.28928, -2.43859)  -0.02
N (-1.23386, 0.26088, -3.65332)  0.18
C (3.29784, 3.28214, 2.53488)  -0.07
C (2.82177, -3.05814, -5.97564)  -0.03
C (-2.10731, -0.89145, -1.77707)  -0.61
H (0.48660, -2.39202, -7.05068)  0.09
C (-3.46922, -0.49988, -3.70186)  0.06
C (3.40416, 3.07881, -5.82886)  -0.04
H (4.63324, 0.61505, -5.78355)  0.09
H (3.47890, 4.12713, -5.54008)  0.08
H (2.54632, 4.42463, -3.55712)  0.12
H (3.40954, -5.12541, -1.11421)  0.08
N (0.86637, 1.26017, -2.38773)  -0.01
H (3.65046, 2.60800, 3.31735)  0.04
H (3.81401, -0.00441, -4.33635)  0.08
H (-1.31823, 2.14516, -6.90612)  0.09
Se (-0.82654, 0.39042, 2.81126)  0.08
C (-1.21239, 1.66617, -5.93171)  -0.05
H (3.81193, -3.72126, -0.09935)  0.08
C (2.34066, -3.35006, -1.60202)  -0.25
C (0.97307, 3.63416, -2.37376)  -0.25
C (0.44968, -2.24054, -5.97104)  -0.06
H (0.27785, 4.88110, -0.79156)  0.06
H (-2.82506, 0.31588, -7.67614)  0.09
H (1.23479, 5.72294, -2.04287)  0.08
B (0.32427, -0.06395, -1.83421)  -0.78
H (-4.39917, -0.58607, -4.24830)  0.12
H (5.76323, 2.46945, -4.59552)  0.09
Se (0.19890, 2.02268, 4.22586)  0.07
H (5.10809, 1.83121, -3.08232)  0.09
H (-1.89125, -0.86685, -6.75648)  0.07
C (0.49185, 4.94817, -1.85719)  -0.07
C (3.74258, 0.70282, -5.15895)  -0.07
H (4.14201, 3.77233, 2.05356)  0.09
C (0.32500, 2.42999, -1.97012)  -0.65
C (1.71722, -2.12462, -1.15602)  -0.58
H (-4.62101, 1.33659, -5.44186)  0.08
H (-0.34071, 1.01443, -5.95214)  0.07

Values from the calculation:
Frontier orbital gap   6.20 eV

=====

No. 2
DFT (the ωB97M-V functional and the def2-TZVPD basis) results for 7 unconnected molecules or ions with the total composition CH15O7 in a non-equilibrium geometry.

Last column: Löwdin charge in e.
Atoms and positions in Å:
H (0.67047, 1.61213, 1.66846)  0.08
C (-0.25475, -2.44490, 1.83547)  -0.10
O (0.13449, 0.59845, -2.97427)  -0.14
H (1.98353, -0.01308, 0.12906)  0.03
O (-2.01351, 2.08336, -2.13530)  0.02
H (0.96883, 0.62146, -3.41643)  0.00
O (0.13089, -0.33915, -0.54984)  -0.29
H (2.27112, -1.37462, 0.64587)  -0.06
H (-0.56446, -3.41874, 1.58504)  0.05
O (0.88218, -2.35204, 0.89605)  -0.22
O (-1.85054, 0.69920, 0.75200)  -0.18
H (0.76232, -1.41209, 0.51510)  0.01
H (-1.04003, -1.71571, 1.47619)  0.08
H (-0.07407, -1.00971, -1.06457)  -0.07
H (0.29303, 0.41993, -1.94413)  0.03
O (2.72806, -0.57251, 0.51720)  -0.10
H (0.04471, -2.20437, 2.84555)  0.07
O (0.65447, 2.65354, 1.68998)  -0.14
H (0.10493, 2.87196, 0.86831)  0.05
H (-1.04075, 0.10339, 0.36055)  0.01
H (-1.91315, 1.52084, -1.45595)  -0.07
H (-1.49519, 1.57137, 0.51807)  -0.02
H (-1.38257, 2.10126, -2.76240)  -0.05

Values from the calculation:
Net charge   -1
Frontier orbital gap   9.91 eV

=====

No. 3
DFT (the ωB97M-V functional and the def2-TZVPD basis) results for 2 unconnected molecules or ions with the total composition C3H9NO2 in a non-equilibrium geometry.

Last column: Löwdin charge in e.
Atoms and positions in Å:
H (1.22496, -1.90686, 0.51805)  0.07
H (-2.64019, -1.18254, 1.09789)  0.08
H (-1.79496, -1.69970, -0.33105)  0.08
O (0.21293, 0.91867, -0.75332)  0.07
H (1.04375, 2.96201, -1.19646)  0.00
N (-0.78059, -0.35786, 0.86017)  -0.03
C (0.14145, -0.12062, -0.14830)  -0.53
C (-1.67837, -1.52649, 0.73801)  -0.07
H (2.16822, -0.51522, -0.17293)  0.09
H (-1.03631, 0.45968, 1.38455)  0.12
H (0.57460, 4.41229, -0.93485)  0.03
H (1.23772, -1.65297, -1.21707)  0.08
C (1.28880, -1.14939, -0.25185)  0.00
O (1.28968, 3.78651, -0.76356)  -0.07
H (-1.25171, -2.42751, 1.17073)  0.07

Values from the calculation:
Frontier orbital gap   10.42 eV
SMILES   CNC(C)=O.O

=====

No. 4
DFT (the ωB97M-V functional and the def2-TZVPD basis) results for a molecular structure, C41H39ClF7N4O5SbTi in a non-equilibrium geometry.

Last column: Löwdin charge in e.
Atoms and positions in Å:
C (0.56765, 3.08607, -4.02684)  -0.13
H (3.66269, -1.11741, 4.80276)  0.11
C (-4.63182, -0.68987, 1.21575)  -0.04
C (4.69247, 2.08506, -2.37021)  0.03
C (-2.32369, 1.65236, 0.50075)  -0.26
H (-2.87458, 0.07822, 2.18052)  0.10
H (0.70597, 4.24220, -5.84570)  0.13
H (3.16663, -2.74782, 4.30314)  0.10
H (-1.71710, 6.36367, -1.46594)  0.13
C (-2.23305, -3.44887, -0.68393)  -0.12
O (1.53836, -3.10411, -2.20378)  -0.19
Sb (0.45272, 1.60105, -1.38023)  1.66
C (3.47103, -1.47156, 1.43763)  -0.02
C (3.01634, -4.15238, 0.83574)  -0.04
C (-0.64791, 2.59609, -6.01161)  -0.26
N (-2.14899, -2.06863, -0.89529)  -0.10
O (-0.19183, -0.74487, 1.30094)  -0.15
C (2.13567, -3.47882, 1.66833)  -0.02
C (-3.12466, -0.50651, 1.29817)  -0.20
C (5.27427, 2.12862, -1.11894)  -0.27
C (-3.23331, 0.10049, -1.14102)  -0.15
N (1.66503, -1.29432, 4.14396)  -0.02
H (-2.95773, -1.36941, -2.71749)  0.13
H (5.31002, 2.18905, -3.25243)  0.13
C (-0.92858, 1.20155, -4.10664)  -0.11
H (-1.96004, 0.91267, -5.98765)  0.13
C (4.11411, -3.48856, 0.30106)  -0.04
H (0.66997, -1.14001, 6.74952)  0.10
H (1.25381, 3.72872, -3.48688)  0.11
C (-3.16211, -5.67740, -0.67763)  -0.19
C (4.34885, -2.15210, 0.60830)  -0.04
H (-5.16933, 0.23536, 1.01724)  0.08
H (5.21145, -1.64054, 0.20233)  0.12
Ti (-0.65292, -0.93967, -0.43994)  1.01
H (-4.38685, 2.31385, 0.22021)  0.09
C (-3.18773, -1.34913, -1.64999)  -0.14
C (-3.57994, 2.38239, 0.95122)  -0.04
C (-0.01653, 1.98256, -3.39920)  -0.37
C (-1.00767, -5.36276, 0.21345)  -0.19
C (-0.58317, 6.06235, 0.31834)  -0.27
H (1.46275, 0.40092, 6.41578)  0.11
H (-1.93143, 2.16803, -0.36181)  0.04
H (-4.92077, -1.43273, 0.47141)  0.08
C (-3.27487, -4.32545, -0.97207)  -0.12
H (5.04549, 2.04978, 1.00142)  0.13
C (0.18329, 5.21671, 1.09975)  0.01
Cl (1.34053, -1.71281, -2.10628)  0.78
F (-4.19115, -6.45769, -0.98353)  0.14
H (-4.15732, -1.81472, -1.52854)  0.11
H (2.86482, 1.84469, -3.43971)  0.10
F (-0.94984, 2.89151, -7.27453)  0.10
H (-1.38289, 0.32740, -3.65903)  0.07
C (-1.11259, 5.67059, -0.89462)  0.02
C (2.55237, 1.78837, -1.30737)  -0.36
H (3.63727, -0.43084, 1.69264)  0.11
H (1.03617, 3.27667, 1.25286)  0.09
F (0.11470, -5.79577, 0.79606)  0.11
H (2.57685, -2.08077, 5.83086)  0.10
C (-1.25474, 1.50548, -5.42013)  0.02
H (-4.97141, -1.06125, 2.18379)  0.10
N (1.44879, -1.43282, 2.79561)  0.10
H (-0.29957, 0.28252, 6.36130)  0.10
F (6.59608, 2.29050, -1.02765)  0.10
H (-1.25758, 4.07935, -2.30654)  0.10
C (0.67165, -0.57541, 4.68281)  -0.21
F (-4.41172, -3.90545, -1.53922)  0.11
N (-2.47620, 0.21113, 0.12991)  -0.24
C (-0.05370, 3.51528, -0.60313)  -0.38
H (2.58824, 1.71046, 0.84874)  0.09
C (4.54060, 1.99999, 0.04544)  0.00
C (0.30077, -0.80293, 2.51221)  -0.31
H (2.84590, -5.19682, 0.60971)  0.12
C (3.16991, 1.81981, -0.05974)  -0.14
C (0.25990, 3.39519, -5.34060)  0.03
H (-3.32877, 3.43950, 1.05329)  0.09
H (4.79703, -4.01909, -0.34979)  0.12
C (0.44224, 3.93666, 0.63236)  -0.11
C (-0.21708, -0.24839, 3.67003)  0.09
H (-2.76819, 0.78446, -1.85195)  0.11
C (-0.84444, 4.38693, -1.35341)  -0.11
C (-1.13188, -4.03127, -0.08775)  -0.12
F (-0.12649, -3.15599, 0.21577)  0.03
O (-0.12992, -1.38214, -2.32291)  -0.43
H (-2.66246, -1.47831, 1.42461)  0.10
C (2.36541, -2.14130, 1.93453)  -0.22
C (-2.04105, -6.22321, -0.08675)  0.11
H (-3.95232, 2.03696, 1.91582)  0.08
C (2.84998, -1.84109, 4.80780)  0.06
O (2.14042, -0.93879, -2.96944)  -0.20
H (1.28371, -3.98693, 2.10079)  0.12
H (-4.26430, 0.42169, -1.01712)  0.12
F (-0.82376, 7.29913, 0.75786)  0.10
C (3.32033, 1.90677, -2.45997)  -0.10
H (0.56941, 5.56816, 2.04789)  0.13
C (0.62565, -0.24011, 6.13463)  0.02
H (-1.98112, -7.28225, 0.12537)  0.15
O (1.44432, -1.23974, -0.68148)  -0.43
H (-1.56353, 1.70050, 1.28132)  0.11
H (-1.13098, 0.31138, 3.76468)  0.12

Values from the calculation:
Net charge   +2
Frontier orbital gap   7.34 eV

=====

Number 1: E_LUMO -0.031 Ha. Number 2: E_LUMO 0.130 Ha. Number 3: E_LUMO 0.030 Ha. Number 4: E_LUMO -0.230 Ha.